{"formula": "C5H13NO", "method": "the ωB97M-V functional and the def2-TZVPD basis", "spin_multiplicity": 2, "charge": 1, "orbital_gap_ev": [10.61, 8.18], "relative_energy_kcal_mol": 45.4, "lumo_energy_ev": [-4.24, -7.18], "species": ["C", "C", "C", "C", "C", "N", "H", "H", "H", "H", "H", "H", "H", "H", "H", "H", "H", "H", "H", "O"], "positions_angstrom": [[1.357341, 0.879100, 1.969429], [1.056368, 0.822808, 0.415604], [0.644760, -0.450569, -0.290030], [1.342914, -1.063218, -1.299264], [-1.669416, -0.419983, 0.835176], [-0.457601, -1.070439, 0.347808], [2.234411, 0.244341, 2.061345], [0.707445, 0.131827, 2.483947], [1.472659, 1.841809, 2.502930], [0.331930, 1.632793, 0.223208], [1.948885, 1.168513, -0.091100], [1.243063, -2.159719, -1.137070], [1.882632, -0.535281, -2.065130], [-2.135254, -1.138573, 1.551212], [-1.500289, 0.542521, 1.261661], [-2.409515, -0.294020, 0.062596], [-0.522004, -2.027127, -0.004611], [-0.939354, 1.158242, -2.368686], [-1.643445, 1.064602, -0.977707], [-1.742652, 0.897567, -1.912995]], "atomic_forces_ev_per_a": [[-0.3, -3.2, -0.5], [0.0, 2.3, -0.4], [-2.4, 1.3, 4.4], [-0.9, -1.9, 1.1], [-0.4, -1.7, 1.0], [2.8, 0.1, -3.0], [0.9, 0.7, 0.2], [-0.4, 1.3, 0.0], [-0.3, -0.5, -0.9], [-0.1, -0.3, -0.2], [0.2, 0.2, -0.1], [0.4, 0.6, -1.4], [0.4, -0.2, 0.1], [0.4, 0.8, -0.2], [0.5, 0.4, 0.6], [-0.1, -0.3, -0.7], [-0.8, 0.1, 0.3], [0.0, 0.3, 0.1], [0.2, 0.5, 0.0], [-0.2, -0.5, -0.3]]}

***

{"formula": "C9H12N4", "method": "the ωB97M-V functional and the def2-TZVPD basis", "orbital_gap_ev": 8.01, "relative_energy_kcal_mol": 57.2, "lumo_energy_ev": 0.87, "smiles": "CN1c2ncc(N)cc2N2C[C@]12C", "species": ["C", "N", "C", "N", "C", "C", "N", "C", "C", "N", "C", "C", "C", "H", "H", "H", "H", "H", "H", "H", "H", "H", "H", "H", "H"], "positions_angstrom": [[1.674307, 1.525570, -1.068986], [0.552715, 0.695187, -0.682825], [0.508519, -0.534195, -0.202493], [1.633494, -1.242060, -0.130470], [1.477093, -2.439916, 0.488503], [0.251494, -3.003025, 0.807759], [0.060457, -4.371805, 1.236461], [-0.856510, -2.175924, 0.771108], [-0.777128, -0.917127, 0.236867], [-1.748280, 0.083413, 0.126957], [-1.810718, 0.604459, -1.262363], [-0.757728, 1.286831, -0.581641], [-0.923632, 2.619798, -0.119756], [2.109517, 1.362810, -2.058597], [1.159917, 2.462004, -1.048642], [2.420527, 1.480580, -0.395879], [2.457126, -2.848438, 0.565129], [-0.420049, -4.557394, 2.034918], [0.978761, -4.865614, 1.182059], [-1.739179, -2.679472, 1.129711], [-2.803317, 1.085005, -1.506377], [-1.431764, -0.077440, -2.121951], [-0.643189, 3.414699, -0.786384], [-0.213602, 2.850064, 0.679964], [-1.919715, 2.683505, 0.150733]], "atomic_forces_ev_per_a": [[-2.8, -0.2, -1.7], [-1.6, 2.3, -0.8], [1.6, -2.1, 0.1], [-1.6, -0.2, 0.8], [0.4, 0.5, -1.2], [0.7, -0.7, 1.2], [3.8, 0.8, -3.7], [-0.8, -0.3, -0.1], [0.9, -0.7, 0.3], [1.1, 1.6, -1.0], [-1.3, -1.7, -2.6], [0.2, -2.4, -0.1], [2.2, 1.8, 1.1], [-0.4, -0.3, -0.1], [0.8, 1.2, -0.3], [2.6, -0.1, 2.5], [0.3, -1.3, 0.5], [-1.5, -0.2, 2.7], [-1.4, 0.4, 0.3], [-0.7, 0.5, -0.1], [1.3, -0.4, 0.4], [-0.9, 0.9, 1.5], [-0.4, 0.2, -1.1], [-0.5, -0.3, 0.6], [-1.9, 0.7, 0.9]]}

***

{"formula": "C28H56O30PtS3", "method": "the ωB97M-V functional and the def2-TZVPD basis", "spin_multiplicity": 3, "orbital_gap_ev": [7.49, 7.99], "lumo_energy_ev": [0.20, 0.20], "species": ["Pt", "S", "O", "O", "O", "O", "C", "C", "O", "C", "O", "O", "C", "H", "H", "H", "H", "H", "H", "H", "H", "C", "C", "O", "C", "O", "O", "C", "H", "H", "H", "H", "H", "H", "H", "H", "C", "C", "O", "C", "O", "O", "C", "H", "H", "H", "H", "H", "H", "H", "H", "C", "C", "O", "C", "O", "O", "C", "H", "H", "H", "H", "H", "H", "H", "H", "C", "C", "O", "C", "O", "O", "C", "H", "H", "H", "H", "H", "H", "H", "H", "C", "C", "O", "C", "O", "O", "C", "H", "H", "H", "H", "H", "H", "H", "H", "C", "C", "O", "S", "O", "O", "O", "H", "H", "H", "H", "C", "C", "O", "S", "O", "O", "O", "H", "H", "H", "H"], "positions_angstrom": [[0.602632, -0.065263, 0.513372], [-1.487988, -1.743633, 0.798362], [-2.789758, -1.138883, 0.575842], [-0.821268, -0.914703, 1.831662], [-1.453248, -3.184503, 1.003322], [-0.597188, -1.502823, -0.333638], [0.680542, 6.083657, -1.799838], [-0.198558, 4.905117, -2.051168], [0.346392, 3.678667, -1.432558], [-0.374568, 2.479077, -1.391098], [0.113052, 1.432027, -0.933718], [-1.533608, 2.632827, -1.971548], [-2.561058, 1.735217, -1.784078], [0.409972, 6.915297, -2.450428], [1.688642, 5.829117, -2.126998], [0.718262, 6.345857, -0.742518], [-0.303468, 4.702247, -3.116978], [-1.138518, 5.143967, -1.553658], [-3.498798, 2.205667, -2.079758], [-2.601078, 1.338957, -0.769448], [-2.351288, 0.912707, -2.467868], [0.402112, 0.565407, -4.834998], [0.314672, -0.447563, -3.700528], [1.471872, -1.150943, -3.653328], [2.210582, -1.178293, -2.553608], [1.830272, -0.775813, -1.463018], [3.409342, -1.617383, -2.877368], [4.442002, -1.809303, -1.945188], [1.190162, 1.222037, -4.466338], [-0.529728, 1.106577, -4.999028], [0.749202, 0.022907, -5.714388], [-0.525658, -1.141003, -3.667418], [0.119312, 0.036107, -2.743458], [4.152862, -1.644493, -0.907238], [5.258872, -1.107533, -2.113558], [4.797082, -2.836573, -2.027208], [1.096002, -3.791033, 4.643922], [1.359422, -2.580303, 3.891562], [2.503502, -2.859803, 3.081602], [2.589292, -2.351383, 1.832902], [1.990822, -1.378353, 1.465252], [3.567682, -2.843123, 1.132992], [4.203402, -4.092683, 1.350102], [1.834222, -4.090503, 5.387852], [0.858142, -4.523063, 3.872132], [0.159422, -3.758003, 5.200552], [1.429982, -1.674333, 4.493512], [0.544822, -2.330913, 3.211612], [4.661702, -4.422123, 0.417612], [3.476662, -4.821543, 1.708862], [4.967102, -4.086233, 2.127802], [-7.581118, -3.272393, -4.521738], [-6.609318, -2.122293, -4.108968], [-5.797208, -2.757903, -3.187898], [-4.508378, -2.516723, -3.198948], [-3.959198, -1.668983, -3.914788], [-3.959888, -3.505153, -2.444978], [-2.638828, -3.302763, -2.077878], [-7.079628, -4.213473, -4.747528], [-8.202078, -3.055893, -5.391008], [-8.312148, -3.561563, -3.766698], [-7.146148, -1.272753, -3.686828], [-5.973208, -1.950293, -4.977228], [-2.583958, -2.417473, -1.444358], [-2.027848, -3.215363, -2.976298], [-2.111198, -4.082913, -1.529178], [0.932042, 5.806147, 2.334972], [0.585112, 4.394637, 1.912972], [-0.038168, 3.790687, 2.990402], [-0.164398, 2.415407, 3.000052], [0.265762, 1.597537, 2.134242], [-0.738908, 2.140847, 4.155652], [-1.104218, 0.789297, 4.344112], [1.144622, 6.421707, 1.460912], [1.782352, 5.883307, 3.012552], [0.039082, 6.265927, 2.758442], [1.521982, 3.925807, 1.612032], [-0.212818, 4.366547, 1.170932], [-1.861478, 0.383377, 3.673372], [-1.410318, 0.736677, 5.388922], [-0.206968, 0.182257, 4.223492], [5.200632, 2.070927, 3.593562], [3.981352, 1.603037, 2.750042], [4.234392, 2.091497, 1.465962], [3.422932, 1.818637, 0.433062], [2.428342, 1.107147, 0.563802], [3.962852, 2.438747, -0.541008], [3.514502, 2.394087, -1.921008], [5.034392, 1.853347, 4.648602], [5.394502, 3.139357, 3.498832], [6.113842, 1.509637, 3.395822], [3.115372, 2.043827, 3.243862], [3.981462, 0.531007, 2.947152], [2.436922, 2.523847, -2.021378], [3.876322, 1.512667, -2.450428], [4.008732, 3.156407, -2.523258], [-4.239728, 2.026547, 2.614132], [-5.447808, 2.898857, 2.147462], [-4.947348, 4.185327, 2.174772], [-3.339108, 4.229497, 1.800432], [-2.728348, 5.106317, 2.789792], [-3.141118, 4.434327, 0.325822], [-3.063218, 2.611367, 2.107982], [-4.252808, 0.955917, 2.410012], [-4.082928, 2.197767, 3.679122], [-6.279328, 2.775507, 2.841342], [-5.912908, 2.786437, 1.168102], [0.939912, -5.116663, 0.296992], [1.140382, -4.219173, -0.957228], [1.835092, -4.896463, -1.947928], [2.572302, -6.242783, -1.283788], [4.025762, -6.136033, -1.133898], [2.081192, -7.386973, -2.069918], [1.884082, -6.180013, 0.224652], [-0.069368, -5.526583, 0.259292], [0.983142, -4.594673, 1.252902], [1.778772, -3.401553, -0.622458], [0.129022, -3.916723, -1.228828]], "atomic_forces_ev_per_a": [[-0.1, -0.3, 0.0], [-2.4, -1.0, 0.4], [-0.7, -0.5, -0.1], [0.3, 0.0, 2.7], [-0.4, 0.0, 1.0], [1.2, -0.3, -3.8], [1.5, -0.5, -0.2], [-1.0, -0.7, 0.4], [-0.2, -1.6, 0.3], [1.5, 0.6, 0.2], [-1.7, 3.8, -1.9], [1.3, 2.1, 0.3], [-1.1, -2.3, -0.3], [-0.4, 0.1, 0.3], [0.3, 0.0, 0.2], [-0.1, 0.2, -0.2], [-0.3, 0.1, 0.1], [-0.4, -0.5, -0.4], [0.2, 0.1, 0.2], [0.0, 0.1, 0.0], [-0.4, -0.4, 0.1], [0.3, -0.8, 0.8], [-3.2, 1.2, 1.2], [2.8, -1.7, -0.4], [-0.8, 1.3, 1.3], [1.6, -0.9, -1.9], [0.0, -0.3, -0.9], [0.5, 0.0, 1.3], [0.0, 0.5, -0.6], [0.1, -0.1, 0.0], [-0.2, 0.4, -0.2], [-0.1, -0.2, -1.0], [0.4, 0.4, 0.0], [-0.5, 0.0, -0.1], [0.0, -0.1, -0.5], [0.0, 0.1, -0.2], [-1.4, -1.6, 0.8], [-0.9, 1.9, -0.9], [1.0, -0.2, -1.1], [0.3, 0.6, 2.5], [0.3, -0.9, 0.5], [0.7, 0.0, -1.2], [0.0, -1.1, 0.9], [0.3, -0.1, -0.5], [0.5, -0.7, 0.4], [-0.1, 0.5, 0.0], [0.9, 0.1, 0.1], [-0.2, -0.2, 0.0], [-0.3, 0.2, 0.1], [-0.1, -0.1, -0.3], [0.1, 0.6, 0.0], [-0.8, 0.2, -0.1], [-1.3, -2.0, -1.9], [0.2, -0.3, 2.0], [1.5, 0.0, -1.5], [-0.6, -1.6, 2.0], [-1.3, 0.4, -0.4], [2.3, 1.1, 0.0], [0.5, 0.3, 0.0], [0.2, 0.4, -0.2], [0.2, 0.4, 0.5], [0.3, 0.1, -0.2], [-0.4, 1.0, 0.0], [0.2, 0.0, -0.3], [0.1, 0.5, -0.1], [-1.2, -0.6, 0.2], [-0.7, 0.6, -0.4], [0.3, 1.0, -0.8], [-0.2, -3.1, 1.7], [1.7, -0.2, -1.9], [-1.7, 4.3, 3.9], [-0.4, 0.3, -0.9], [0.6, -1.1, 0.9], [0.3, -0.1, -0.1], [-0.2, -0.2, 0.1], [0.1, 0.0, 0.4], [-0.3, -0.6, -0.3], [0.7, 0.3, -0.9], [0.1, 0.5, -0.2], [-0.2, 0.0, -0.1], [-0.1, -0.2, -0.1], [-0.2, -0.2, 0.2], [1.5, 0.5, 2.7], [0.0, -0.2, -0.4], [-1.4, -1.8, 2.7], [2.8, 2.1, -1.0], [0.4, 1.1, -3.3], [-0.2, -0.3, -0.5], [-0.4, 0.1, 0.1], [0.0, -0.1, -0.1], [0.0, 0.1, -0.6], [-0.4, 0.0, -0.6], [-0.5, -0.3, -1.1], [0.1, -0.2, 0.3], [-0.3, -0.6, 0.6], [0.1, 0.6, 0.9], [-0.8, 0.1, 0.9], [-0.3, -1.8, -0.1], [2.1, 1.9, 0.0], [-0.1, 0.2, -1.5], [-0.8, -1.6, -2.1], [-0.4, -0.5, 4.3], [0.6, 2.5, -1.7], [0.0, 0.2, -0.4], [-0.9, -0.4, 0.4], [0.2, 0.3, 0.4], [0.5, -0.9, -0.3], [-1.4, -0.2, -0.7], [-0.3, 1.3, 2.7], [1.3, -2.6, 0.4], [0.1, -2.1, -1.4], [-2.7, 0.5, -0.1], [0.9, 2.5, 2.0], [1.2, 0.1, -1.8], [0.1, -0.3, 0.0], [0.5, 0.1, -0.2], [-0.4, 0.5, -0.3], [0.5, 0.3, -0.5]]}